1.
Here is the molecule C6H9N from the Open Molecules 2025 dataset. Energies are from the ωB97M-V functional and the def2-TZVPD basis.

## Properties
Energy above the lowest of the compared OMol25 structures with the same formula, charge and spin   65.38 kcal/mol
HOMO level   -9.413 eV
SMILES   CC#CC[C@H]1CN1
Multiplicity   1
Kohn-Sham gap   10.435 eV

CARTESIAN COORDINATES (ANGSTROEM)
H1 3.7420 0.5058 1.5732
C1 0.0366 -0.9617 -0.9091
C2 -1.3550 -0.6048 -0.4147
C3 -1.9946 0.6560 -0.8344
H2 2.6497 1.9034 1.6146
H3 2.4125 0.5596 2.7462
C4 1.8046 0.1592 0.7574
H4 0.1716 -0.5939 -1.9342
H5 -1.4723 1.2703 -1.5676
H6 -2.5790 1.1859 -0.0802
H7 -1.5459 -0.9064 0.6158
H8 -3.3284 -0.9450 -0.9518
C5 2.6995 0.8127 1.7185
C6 1.0439 -0.3627 -0.0193
H9 0.1720 -2.0498 -0.9458
N1 -2.4570 -0.6284 -1.3686

Force components x, y, z for each atom (eV/Å):
H -0.223 0.035 -0.005
C 0.039 -0.018 -0.030
C 0.196 -0.004 0.192
C 0.085 0.210 0.090
H 0.013 -0.223 0.007
H 0.059 0.038 -0.206
C -0.306 -0.177 -0.266
H -0.098 -0.040 0.172
H -0.201 -0.005 0.207
H 0.023 -0.106 -0.342
H -0.047 -0.054 -0.206
H 0.196 0.135 0.053
C 0.037 0.036 0.037
C 0.301 0.197 0.300
H -0.064 0.141 0.033
N -0.012 -0.165 -0.035

Here is what Mulliken gives for the atomic charges, in e: H 0.29; C -0.95; C 0.04; C -0.45; H 0.29; H 0.29; C 0.86; H 0.31; H 0.22; H 0.27; H 0.40; H 0.24; C -1.25; C -0.23; H 0.28; N -0.62

---

2.
Here is the molecule C2HClN2O at a distorted geometry from the Open Molecules 2025 dataset. Energies are from the ωB97M-V functional and the def2-TZVPD basis.

## Properties
Energy above the lowest of the compared OMol25 structures with the same formula, charge and spin   45.49 kcal/mol
HOMO level   -10.832 eV
SMILES   N#CN(Cl)C=O
Multiplicity   1
Kohn-Sham gap   10.179 eV

CARTESIAN COORDINATES (ANGSTROEM)
H1 -1.5845 -0.2553 -0.2673
C1 -0.7101 -0.8589 -0.0659
N1 0.3447 -0.0014 0.0108
C2 0.3376 1.3451 0.0461
N2 0.1345 2.4795 0.0933
O1 -0.4905 -2.0216 0.1460
Cl1 1.9683 -0.6873 0.0369

Force components x, y, z for each atom (eV/Å):
H -1.039 -0.414 -0.088
C 0.946 -1.179 0.890
N 3.385 1.305 -0.150
C -1.060 -0.167 -0.113
N 0.332 -0.169 -0.032
O -1.452 0.222 -0.637
Cl -1.112 0.402 0.130

Here is what Mulliken gives for the atomic charges, in e: H 0.31; C 0.19; N -0.07; C 0.40; N -0.35; O -0.49; Cl 0.01

---

3.
Here is a cluster of 4 separate species, C5H14N2S in total at a distorted geometry from the Open Molecules 2025 dataset. Energies are from the ωB97M-V functional and the def2-TZVPD basis.

## Properties
Energy above the lowest of the compared OMol25 structures with the same formula, charge and spin   266.97 kcal/mol
HOMO level   -8.192 eV
Multiplicity   1
Kohn-Sham gap   5.066 eV

CARTESIAN COORDINATES (ANGSTROEM)
H1 -1.4077 1.5836 2.3700
C1 1.0684 -0.0718 -1.1423
H2 -0.6795 0.0855 2.3969
N1 -0.1042 -0.1664 -0.1789
H3 4.5101 -0.4281 -0.4251
H4 3.4379 -1.1515 -1.7172
S1 -3.6512 -0.4807 -0.5512
H5 1.1271 -0.8900 -1.9032
H6 1.0575 0.9173 -1.6463
H7 -0.9808 1.8107 -0.2302
H8 -2.0733 0.3924 0.3403
C2 -0.9975 0.9010 0.4068
H9 -0.9050 -0.7889 -0.4192
H10 2.8556 -0.0184 1.7122
C3 2.3815 -0.0963 -0.2526
H11 1.3507 -2.9311 0.1360
H12 1.7845 -2.4937 0.4421
C4 -0.6627 1.0693 1.9109
N2 2.1074 0.2267 1.0228
C5 3.5534 -0.4923 -0.9183
H13 1.9436 1.6876 -0.1420
H14 0.3173 1.6342 1.9713

Force components x, y, z for each atom (eV/Å):
H -2.192 1.998 1.378
C -0.575 0.688 2.019
H 0.669 0.207 -0.320
N -2.225 -0.985 -0.831
H 0.158 -0.028 0.078
H -0.029 -0.511 -1.570
S 0.927 0.554 0.478
H -0.315 0.701 0.806
H -0.151 -0.230 -0.216
H -0.236 -0.224 0.668
H 0.090 0.493 -0.124
C 1.786 -0.879 -0.529
H 2.115 -0.334 -0.680
H 0.122 1.058 -1.016
C 1.381 -2.645 -3.316
H -1.507 -1.571 -0.989
H 1.443 1.391 1.020
C 1.665 -0.714 -2.017
N 0.126 2.223 -0.745
C -2.113 0.884 3.179
H 0.030 -1.070 2.569
H -1.167 -1.008 0.158

Here is what Mulliken gives for the atomic charges, in e: H 0.52; C -0.83; H 0.26; N 0.05; H 0.31; H 0.29; S -0.17; H 0.39; H 0.31; H 0.37; H -0.60; C 0.40; H 0.21; H 0.25; C 0.27; H 0.17; H -0.15; C -1.15; N -0.15; C -1.25; H 0.30; H 0.23

---

4.
Here is a structure of composition C73H64AsN5O3PSSn from the Open Molecules 2025 dataset. Energies are from the ωB97M-V functional and the def2-TZVPD basis.

## Properties
Energy above the lowest of the compared OMol25 structures with the same formula, charge and spin   65.40 kcal/mol
HOMO level   -13.647 eV
Net charge   +3
Multiplicity   1
Kohn-Sham gap   4.500 eV

CARTESIAN COORDINATES (ANGSTROEM)
C1 -5.9065 -7.0201 1.2264
C2 -6.8014 -5.4151 -0.3269
C3 0.9152 -4.8226 -0.6458
H1 -3.1944 3.1725 -7.0380
O1 -3.0397 2.6306 2.9117
H2 -4.8944 -0.7705 0.0417
C4 -4.8627 -1.8011 0.3853
P1 -2.0538 -2.1473 0.2463
C5 4.9988 0.7503 -3.9190
O2 3.3291 -0.0131 2.5531
H3 -5.2725 -4.2279 -2.1816
H4 -6.0556 2.5028 -0.6725
H5 -3.8366 -3.6352 -0.1589
C6 1.6848 -2.8683 -6.4025
Sn1 -0.8077 0.4061 -0.2449
C7 -2.0248 -4.0929 2.2656
H6 0.3687 -3.5530 0.9910
C8 6.3848 0.6687 -3.8861
C9 6.2572 -0.4243 -1.7442
C10 4.1120 -2.5238 1.2978
H7 3.7107 1.8449 -1.0325
C11 4.1781 5.0735 -3.0005
C12 -2.2432 1.7899 2.2880
H8 -1.6625 -2.4948 -6.0098
H9 -3.8078 -2.3591 -1.3900
H10 -2.2593 -3.5147 -2.3856
H11 0.0904 1.1834 -5.1424
H12 2.4012 -3.5325 2.0329
C13 -1.8774 0.4239 -4.7227
H13 -6.9677 -7.5368 -0.5630
C14 1.9594 3.4036 -2.9262
C15 -0.9727 1.3013 -5.3085
C16 3.9900 -0.9260 -0.6676
C17 -2.2234 -2.2287 4.3223
H14 -6.1966 3.7432 -2.7913
C18 -5.2316 3.5723 -2.3339
C19 -3.9192 2.6684 -0.5296
C20 0.3122 1.2915 4.9721
C21 -5.7751 -3.3415 -4.0602
C22 -2.0259 -2.7300 1.9668
H15 1.5250 -0.9883 -3.5831
H16 -2.1877 -0.7530 2.7679
H17 3.5846 -1.8667 -1.0532
H18 4.0244 5.1226 -0.8633
C23 -3.2430 0.5247 -4.9389
H19 4.6988 0.8670 1.2693
C24 -2.8261 2.4039 -6.3718
H20 2.4460 3.9737 0.4024
H21 1.7840 -5.2267 -0.1431
C25 -2.7705 3.1678 -1.1342
H22 -4.1454 4.6083 -3.8621
H23 -4.6188 1.1650 0.8013
S1 -1.3453 -0.9040 -3.6787
C26 1.2732 0.6341 4.2257
H24 8.0857 -0.0052 -2.7726
O3 -0.5240 -0.3171 -2.5144
H25 -3.9266 -0.1804 -4.4803
H26 4.4984 1.2119 -4.7594
H27 -4.9399 -6.2030 2.9575
H28 -0.0149 -3.5720 -7.5090
C27 1.2105 -1.5434 -4.4539
C28 -2.1368 -1.8071 3.0037
C29 2.5352 3.7432 -4.1395
C30 -3.7541 -2.5547 -0.3174
C31 0.1180 -3.8858 -0.0089
H29 -2.2630 -3.9212 5.6380
H30 -2.0943 -5.5708 3.8074
C32 -6.5878 -6.7329 0.0525
C33 -6.3153 -4.3702 0.4552
H31 -1.9716 -4.8300 1.4745
N1 1.8594 -1.5944 1.4794
C34 -1.3607 -3.8506 -1.8959
H32 6.7893 -0.8760 -0.9194
C35 -6.5584 -2.5177 -1.9266
H33 1.1922 -6.0155 -2.4075
C36 -5.6504 -4.6666 1.6444
C37 -2.1004 -4.5128 3.5836
H34 -1.6153 2.2605 4.8658
C38 -3.7163 1.5249 -5.7769
C39 3.6409 4.5851 -4.1785
H35 2.1194 3.3614 -5.0615
H36 -7.3598 -5.2063 -1.2312
H37 1.0934 2.7462 -2.9007
C40 0.3241 -3.0012 -6.6561
H38 -5.2998 -3.8683 2.2906
H39 0.4773 1.4992 6.0203
H40 -1.8086 3.0876 -0.6354
H41 -7.8832 -0.8316 -2.0297
C41 2.8342 -2.6374 1.6108
H42 2.4005 -3.3357 -7.0637
C42 -3.8863 1.9680 0.8037
N2 -0.1191 0.7128 2.2805
C43 -7.2357 -1.4367 -3.9824
C44 2.8902 -0.0361 -0.2387
C45 0.5814 -5.2715 -1.9155
C46 -5.8115 -3.4290 -2.6757
H43 -4.7772 1.6087 -5.9678
H44 5.0419 5.7233 -3.0252
H45 -7.8143 -0.6755 -4.4890
H46 -0.8331 -5.1460 -3.5174
C47 4.2529 0.2383 -2.8725
H47 5.3214 -0.2178 2.5175
H48 2.2104 0.3299 4.6663
H49 4.0755 4.8657 -5.1279
H50 3.1698 0.2835 -2.9319
C48 -0.5574 -4.7845 -2.5367
C49 -5.1516 2.8755 -1.1404
H51 6.9732 1.0611 -4.7032
C50 -4.0795 4.0567 -2.9370
H52 -5.0653 2.7368 2.5229
H53 -1.9487 4.2454 -2.7970
N3 1.8354 2.0801 -0.1613
C51 1.8694 3.5294 -0.4145
H54 4.7685 -3.3723 1.4390
H55 -2.3286 -1.5052 5.1197
C52 4.6648 -1.2526 0.7291
C53 4.5569 -0.1038 1.7533
H56 0.8472 3.9013 -0.3233
N4 1.9887 -0.4490 0.6346
H57 -4.7312 -1.7999 1.4699
H58 -4.0596 3.9716 1.7197
C54 -7.2740 -1.5273 -2.5959
C55 -0.6002 -2.4026 -5.8163
H59 -6.4801 -2.2932 -5.7962
H60 -5.2116 -4.0684 -4.6314
C56 2.4886 3.9076 -1.7386
N5 -2.5778 1.3540 1.1302
C57 4.8714 -0.3365 -1.7620
C58 3.6046 4.7314 -1.7819
C59 -5.4424 -5.9842 2.0244
C60 -1.4584 2.2985 -6.1340
C61 -0.1368 -1.6716 -4.7309
C62 -2.1958 -3.5848 4.6128
H61 3.1873 -2.0428 -5.1128
C63 -1.0176 1.3869 3.0061
C64 2.8589 1.4086 -0.5124
C65 7.0080 0.0748 -2.8028
C66 -0.8513 1.7019 4.3447
H62 5.7273 -1.3871 0.5443
C67 -2.8466 3.8507 -2.3403
As1 -6.6960 -2.5094 0.0273
C68 -4.1333 2.9208 1.9955
C69 2.1044 -0.2791 2.0834
H63 -5.7605 -8.0474 1.5306
C70 -6.4877 -2.3443 -4.7154
C71 1.0190 0.3784 2.8839
H64 -0.7741 2.9812 -6.6188
C72 2.1279 -2.1444 -5.3054
C73 -1.0309 -3.3870 -0.6254

Force components x, y, z for each atom (eV/Å):
C -0.008 0.008 -0.004
C 0.008 0.038 0.025
C 0.013 0.026 0.007
H -0.003 0.014 -0.002
O 0.008 -0.070 0.025
H 0.007 0.208 -0.001
C -0.012 -0.142 0.090
P 0.350 -0.337 -0.042
C -0.010 -0.007 -0.020
O 0.025 0.122 0.026
H -0.015 -0.029 0.009
H -0.015 -0.036 -0.013
H -0.019 -0.004 -0.020
C -0.004 -0.003 0.014
Sn -0.352 -0.302 0.038
C -0.061 0.006 -0.017
H -0.068 -0.066 -0.065
C -0.008 0.006 0.005
C -0.008 0.095 0.033
C -0.041 -0.027 0.016
H 0.022 -0.111 0.005
C 0.032 0.010 0.021
C 0.071 -0.141 0.054
H -0.008 0.001 -0.010
H 0.028 -0.067 -0.023
H -0.167 0.082 -0.118
H 0.047 0.002 0.012
H -0.016 -0.011 0.029
C 0.085 -0.003 0.170
H -0.022 -0.014 -0.007
C -0.025 0.017 -0.001
C -0.018 0.061 -0.066
C 0.050 -0.164 -0.355
C -0.001 -0.010 -0.001
H -0.010 0.003 -0.009
C -0.042 0.017 -0.037
C 0.057 -0.088 -0.111
C 0.011 -0.006 0.042
C 0.014 0.017 0.019
C -0.102 0.165 0.041
H 0.007 0.037 0.045
H -0.044 -0.101 0.020
H -0.101 0.020 0.123
H 0.006 0.016 0.023
C -0.039 -0.059 0.041
H -0.029 0.003 0.035
C -0.051 0.016 -0.004
H -0.072 0.025 0.043
H 0.035 -0.001 0.015
C 0.087 0.055 0.116
H -0.009 0.036 -0.089
H -0.133 -0.048 0.011
S -0.062 -0.171 0.172
C 0.000 -0.003 -0.021
H 0.012 0.006 0.001
O -0.254 0.138 -0.072
H -0.024 -0.009 0.034
H -0.008 -0.012 -0.019
H 0.020 -0.005 0.023
H -0.007 -0.008 -0.022
C 0.023 -0.047 -0.007
C -0.041 0.005 -0.050
C -0.026 -0.015 0.038
C 0.152 0.248 -0.134
C 0.078 0.154 0.054
H -0.002 -0.007 0.025
H -0.008 -0.021 0.009
C -0.018 -0.019 0.030
C -0.032 -0.032 0.003
H 0.000 -0.004 -0.007
N 0.016 0.159 -0.192
C 0.022 -0.038 0.040
H 0.027 -0.024 -0.003
C -0.015 -0.051 0.008
H 0.018 -0.011 -0.019
C 0.040 0.008 -0.077
C -0.005 -0.023 0.001
H -0.009 -0.013 0.009
C -0.032 0.042 -0.008
C -0.015 -0.017 -0.041
H -0.044 -0.014 -0.057
H 0.018 -0.011 -0.009
H -0.004 0.032 -0.010
C 0.022 -0.007 0.005
H 0.012 -0.008 0.025
H 0.005 0.007 0.008
H -0.007 -0.025 -0.015
H -0.022 -0.004 -0.016
C 0.079 0.074 0.053
H 0.018 -0.014 -0.021
C 0.024 0.045 -0.047
N 0.265 -0.077 0.073
C -0.018 0.038 0.016
C -0.285 0.018 0.235
C -0.022 -0.012 -0.037
C 0.029 0.057 -0.011
H -0.011 0.001 -0.014
H -0.001 0.021 -0.001
H -0.011 0.007 -0.004
H -0.026 -0.004 -0.039
C -0.023 -0.071 -0.022
H -0.025 0.001 -0.024
H 0.025 -0.001 0.006
H 0.020 -0.017 -0.022
H -0.032 0.045 0.035
C 0.009 0.015 -0.006
C -0.005 -0.097 0.035
H 0.013 0.010 -0.017
C 0.015 -0.020 -0.025
H 0.021 0.000 -0.014
H 0.018 0.001 -0.014
N 0.299 -0.216 0.168
C -0.001 -0.018 -0.119
H -0.004 -0.036 -0.042
H 0.005 0.019 0.024
C -0.014 0.013 0.107
C 0.029 -0.168 0.014
H 0.015 -0.048 -0.022
N 0.348 0.046 -0.273
H -0.014 0.031 0.000
H 0.004 -0.034 0.005
C 0.050 -0.001 0.021
C 0.010 -0.004 -0.008
H -0.002 -0.003 -0.017
H 0.002 -0.018 -0.008
C 0.038 -0.048 0.061
N 0.151 0.246 -0.008
C 0.049 -0.039 0.047
C -0.003 0.007 -0.014
C -0.024 -0.003 0.016
C 0.070 -0.016 0.003
C -0.052 -0.010 -0.015
C 0.006 0.010 -0.006
H 0.037 -0.012 0.009
C 0.052 0.040 -0.023
C -0.299 0.310 -0.010
C 0.010 0.001 0.004
C -0.021 0.055 -0.057
H -0.003 0.085 0.036
C -0.022 0.012 0.002
As 0.000 0.055 -0.039
C -0.115 0.089 -0.025
C -0.159 -0.139 0.075
H 0.020 -0.020 -0.007
C 0.028 0.005 -0.020
C 0.040 0.163 0.098
H 0.012 0.021 0.001
C -0.018 0.007 -0.001
C 0.120 0.142 0.042

These are the Mulliken partial charges, in e, on atoms 1 to 99: C -0.66; C -0.37; C -0.80; H 0.44; O -0.44; H -0.16; C -1.31; P 0.42; C -1.39; O -0.30; H 0.60; H 0.53; H 0.58; C -0.76; Sn 2.39; C -0.62; H 0.53; C -0.89; C -0.81; C -1.49; H 1.00; C -0.75; C -0.01; H 0.48; H 0.68; H 0.44; H 0.51; H 0.94; C 0.55; H 0.44; C 0.34; C -0.32; C 1.76; C -0.45; H 0.47; C -0.92; C 0.07; C -1.21; C -0.80; C 0.47; H -0.14; H 0.19; H 0.46; H 0.45; C -0.73; H 0.22; C -0.70; H 0.49; H 0.52; C 0.23; H 0.53; H 0.21; S 0.43; C -0.53; H 0.48; O -0.19; H 0.60; H 0.59; H 0.47; H 0.46; C 0.48; C -0.04; C -0.67; C -0.68; C -0.61; H 0.45; H 0.58; C -0.62; C 0.21; H 0.60; N 0.07; C -0.73; H 0.35; C 0.09; H 0.46; C -0.07; C -0.91; H 0.66; C -0.76; C -0.65; H 0.58; H 0.52; H 0.56; C -0.75; H 0.30; H 0.53; H 0.54; H 0.38; C -0.53; H 0.45; C -0.22; N 0.97; C -0.67; C -1.74; C -1.03; C 0.10; H 0.51; H 0.44; H 0.50

---

5.
Here is a structure of composition C5H4LiO7Rb at a distorted geometry from the Open Molecules 2025 dataset. Energies are from the ωB97M-V functional and the def2-TZVPD basis.

## Properties
Energy above the lowest of the compared OMol25 structures with the same formula, charge and spin   12.41 kcal/mol
HOMO level   -5.976 eV
Multiplicity   1
Kohn-Sham gap   4.859 eV

CARTESIAN COORDINATES (ANGSTROEM)
H1 1.5456 -1.4053 -1.9740
Li1 6.9932 -1.4424 -0.9624
H2 1.9064 -2.9054 -0.0546
O1 5.7747 -2.7929 -1.6890
O2 -5.5000 1.2220 -1.2992
H3 2.7209 -0.2221 -1.3070
C1 -5.1295 1.9182 -0.4358
C2 4.9102 -2.2126 -0.9873
C3 1.9813 -0.9925 -1.0518
Rb1 -1.4399 2.0087 1.7759
H4 3.0425 -1.7420 0.6876
O3 5.1614 -1.2045 -0.2831
O4 -4.6255 2.5862 0.3772
O5 3.6714 -2.7335 -1.0236
O6 -0.6239 -1.8616 -0.9672
C4 2.6393 -2.1161 -0.2616
C5 -0.4607 -0.7845 -0.4514
O7 0.9679 -0.3797 -0.2820

Force components x, y, z for each atom (eV/Å):
H 0.179 0.020 0.145
Li -0.989 -0.388 -0.055
H 0.155 0.224 -0.110
O 0.651 0.094 -0.072
O 0.006 1.138 1.426
H -0.054 -0.192 0.038
C 0.577 -1.093 -1.448
C -0.444 -0.326 -0.216
C -0.249 -0.321 -0.109
Rb 0.219 -0.648 -0.584
H -0.095 -0.007 -0.228
O 0.535 0.610 0.380
O -0.477 -0.101 0.037
O 0.442 -0.257 -0.217
O 0.025 0.535 -0.030
C -0.260 0.160 0.329
C 0.076 -0.180 0.494
O -0.299 0.733 0.221

Here is what Mulliken gives for the atomic charges, in e: H 0.29; Li 0.87; H 0.25; O -0.87; O -0.34; H 0.28; C 0.78; C 0.98; C -0.36; Rb 0.80; H 0.27; O -0.87; O -0.43; O -0.35; O -0.42; C -0.34; C -0.34; O -0.20